No. 1
The following is a quantum chemistry calculation of one molecule with the formula C3H5N3, from the OMol25 dataset.

Bonds (Å) are listed after each position.
CARTESIAN COORDINATES (ANGSTROEM)
1 N -0.152 1.956 0.541  C2 1.393, H7 1.018, H8 1.008
2 C -0.201 0.680 -0.015  N1 1.393, C3 1.424, N6 1.376
3 C 0.801 -0.022 -0.743  C2 1.424, C4 1.378, H9 1.095
4 C 0.463 -1.328 -0.459  C3 1.378, N5 1.342, H10 1.074
5 N -0.765 -1.372 0.082  C4 1.342, N6 1.354, H11 1.012
6 N -1.252 -0.135 0.339  C2 1.376, N5 1.354
7 H 0.714 2.346 0.908  N1 1.018
8 H -0.908 2.015 1.205  N1 1.008
9 H 1.541 0.255 -1.501  C3 1.095
10 H 1.097 -2.188 -0.350  C4 1.074
11 H -1.316 -2.217 -0.004  N5 1.012

Output
Energy above the lowest of the compared OMol25 structures with the same formula, charge and spin ... 35.9 kcal/mol
SMILES ... Nc1cc[nH]n1
HOMO ... -0.294 hartree
Spin multiplicity ... 1
Electronic energy ... -281.53276 hartree
LUMO ... 1.14 eV

=====

No. 2
The following is a quantum chemistry calculation of one molecule with the formula C3H5N3, from the OMol25 dataset.

Bonds (Å) are listed after each position.
CARTESIAN COORDINATES (ANGSTROEM)
1 C 1.634 -0.088 -0.025  N2 1.448, H7 1.098, H8 1.092, H9 1.087
2 N 0.227 -0.379 0.156  C1 1.448, C3 1.369, H10 1.007
3 C -0.678 0.079 1.075  N2 1.369, C4 1.268
4 C -1.834 0.439 0.695  C3 1.268, N5 1.800, H11 1.068
5 N -1.746 0.539 -1.100  C4 1.800, N6 1.138
6 N -0.748 0.222 -1.544  N5 1.138
7 H 1.949 -0.552 -0.969  C1 1.098
8 H 1.816 0.986 -0.091  C1 1.092
9 H 2.204 -0.517 0.795  C1 1.087
10 H 0.025 -1.359 0.044  N2 1.007
11 H -2.849 0.631 0.965  C4 1.068

Output
Energy above the lowest of the compared OMol25 structures with the same formula, charge and spin ... 96.2 kcal/mol
HOMO ... -0.312 hartree
Spin multiplicity ... 1
Electronic energy ... -281.43672 hartree
LUMO ... 0.85 eV

=====

Question: What is the spin multiplicity in the first record?
Answer: 1